*P*
The following is a DFT calculation (wB97M-V/def2-TZVPD) of C3H7N2O as an isolated structure.

ORCA input file:
```
! RIJCOSX wB97M-V def2-TZVPD def2/J DEFGRID3
* xyz 1 1
C 2.7514 0.4148 0.2139
C -0.1371 0.0924 -0.0700
C -1.0864 -1.0018 -0.0148
N 1.6870 -0.3666 0.0273
N -0.3066 1.3576 -0.0250
O 3.7778 -0.0769 -0.1452
H 2.5141 1.2970 0.7546
H -1.9319 -0.8018 -0.5589
H -0.7349 -1.9780 -0.3436
H -1.5473 -1.0824 0.9573
H 1.6512 -1.0926 -0.6493
H -1.2374 1.6612 0.0620
H 0.5159 1.9744 0.0985
*
```

Output
Frontier orbital gap (eV): 9.1
LUMO energy (eV): -5.50

Löwdin population analysis, charges in e, atoms 1 to 6:
1 C -0.391
2 C -0.048
3 C 0.020
4 N 0.165
5 N 0.263
6 O 0.125

*Q*
The following is a DFT calculation (wB97M-V/def2-TZVPD) of an isolated ion of composition C3H7N2O and charge +1.

ORCA input file:
```
! RIJCOSX wB97M-V def2-TZVPD def2/J DEFGRID3
* xyz 1 1
C 0.1034 -0.9511 0.0462
C 2.3123 0.2363 -0.1632
C -0.5756 0.2078 -0.2723
N 1.5752 -0.7286 0.1833
N -1.9501 -0.1659 -0.1071
O -0.3484 -2.0356 0.3380
H 3.3635 0.2140 -0.0777
H 1.9082 1.1854 -0.7135
H -0.2742 1.1251 -0.7057
H 1.9844 -1.5297 0.5993
H -2.1913 -0.3356 0.8964
H -1.8113 -1.1582 -0.4374
H -2.6263 0.4373 -0.4911
*
```

Output
Frontier orbital gap (eV): 7.6
SMILES: C=[NH+]/C([O-])=C/[NH3+]
LUMO energy (eV): -5.09

Löwdin population analysis, charges in e, atoms 1 to 6:
1 C -0.513
2 C 0.180
3 C -0.085
4 N 0.148
5 N 0.159
6 O 0.069

Which of them is most stable? Easy: *Q*.

*P*
The following is a DFT calculation (wB97M-V/def2-TZVPD) of C5H10N as an isolated structure.

ORCA input file:
```
! RIJCOSX wB97M-V def2-TZVPD def2/J DEFGRID3
* xyz 1 1
C -0.9559 -0.8736 -0.1216
C 0.3668 -0.8340 -0.1126
C -1.6004 0.4437 0.3495
C 0.6640 1.0364 0.1096
C 1.4477 -1.7892 -0.2790
N -0.6949 1.6037 0.0415
H -1.5713 -1.6522 -0.2207
H -2.6421 0.3911 -0.0339
H -1.6217 0.3520 1.5304
H 0.9932 1.2599 1.0724
H 1.5348 1.2526 -0.4745
H 1.2945 -2.1761 -1.3148
H 1.6176 -2.4831 0.5705
H 2.4433 -1.4552 -0.1965
H -0.9005 1.9740 -0.8699
H -0.7673 2.3860 0.7097
*
```

Output
Frontier orbital gap (eV): 10.5
LUMO energy (eV): -3.46

Löwdin population analysis, charges in e, atoms 1 to 6:
1 C -0.045
2 C -0.120
3 C -0.104
4 C 0.010
5 C -0.057
6 N 0.050

*Q*
The following is a DFT calculation (wB97M-V/def2-TZVPD) of an isolated ion of composition C5H10N and charge +1.

ORCA input file:
```
! RIJCOSX wB97M-V def2-TZVPD def2/J DEFGRID3
* xyz 1 1
C -1.5091 0.0378 -0.2619
C -2.2331 1.0838 -0.1808
C -1.0902 -1.3065 0.0994
C 0.6890 0.1358 -0.4925
C 1.7496 1.0324 0.0870
N 0.5112 -1.1408 0.2284
H -1.7932 2.0479 -0.3763
H -3.3235 1.2357 -0.1560
H -1.3893 -1.7074 1.0868
H -1.3964 -2.0573 -0.7755
H 0.7501 -0.0506 -1.5948
H 2.3333 1.6661 -0.5102
H 2.2589 0.3262 0.6740
H 1.1583 1.6803 0.8270
H 0.8612 -1.0192 1.2034
H 1.0298 -1.9002 -0.2590
*
```

Output
Frontier orbital gap (eV): 8.9
LUMO energy (eV): -4.27

Löwdin population analysis, charges in e, atoms 1 to 6:
1 C -0.078
2 C 0.050
3 C -0.072
4 C -0.164
5 C -0.035
6 N 0.043

*R*
The following is a DFT calculation (wB97M-V/def2-TZVPD) of a 2-piece molecular cluster, C5H10N overall.

ORCA input file:
```
! RIJCOSX wB97M-V def2-TZVPD def2/J DEFGRID3
* xyz 1 1
C 1.3006 1.7242 0.8566
C -0.0155 1.4515 0.2377
C -1.0457 -1.0175 0.1183
C 2.0346 2.9493 1.0620
C -0.4466 0.0175 0.3619
N -2.0336 -4.3917 -1.4358
H 2.5688 3.3594 0.0833
H 1.9211 0.8362 1.0114
H -0.6859 2.2590 0.5298
H 0.0870 1.4656 -0.8573
H 2.8339 3.0275 1.7024
H -1.6104 -1.8508 -0.0418
H 1.4033 3.9033 1.3723
H -3.0651 -4.7230 -1.4357
H -1.3968 -5.1545 -1.3580
H -1.8499 -3.8561 -2.2072
*
```

Output
Frontier orbital gap (eV): 5.0
LUMO energy (eV): -7.31

Löwdin population analysis, charges in e, atoms 1 to 6:
1 C 0.115
2 C -0.134
3 C 0.189
4 C -0.020
5 C -0.098
6 N 0.011

Which of them is most stable? Easy: *P*.

*P*
The following is a DFT calculation (wB97M-V/def2-TZVPD) of a 2-piece molecular cluster, CH2N2O2S overall.

ORCA input file:
```
! RIJCOSX wB97M-V def2-TZVPD def2/J DEFGRID3
* xyz 0 1
C -0.6417 -0.6144 -0.1845
N -1.9443 1.3527 -0.1262
N -1.4493 0.2486 -0.0926
O 2.3118 -1.4732 0.5204
O 2.4227 0.8733 -0.0655
S 2.2167 -0.4891 -0.4894
H -0.6969 -1.7139 -0.2736
H -2.2191 1.8160 0.7115
*
```

Output
Frontier orbital gap (eV): 8.6
LUMO energy (eV): -0.87

Löwdin population analysis, charges in e, atoms 1 to 6:
1 C 0.023
2 N 0.094
3 N -0.207
4 O -0.440
5 O -0.434
6 S 0.814

*Q*
The following is a DFT calculation (wB97M-V/def2-TZVPD) of the molecule CH2N2O2S.

ORCA input file:
```
! RIJCOSX wB97M-V def2-TZVPD def2/J DEFGRID3
* xyz 0 1
C 0.2535 1.5511 -0.1503
N 0.1960 0.2250 -0.0552
N -0.7800 2.2295 0.6419
O -1.6370 1.5173 1.1014
O -0.7214 3.4284 0.6611
S 1.3855 2.2733 -1.2989
H -0.3175 -0.3561 0.5568
H 0.4311 -0.4437 -0.7671
*
```

Output
Frontier orbital gap (spin up / spin down) (eV): 7.6 / 7.6
SMILES: NC(=S)[N+](=O)[O-]
LUMO energy (spin up / spin down) (eV): -1.66 / -1.66

Löwdin population analysis, charges in e, atoms 1 to 6:
1 C -0.693
2 N 0.097
3 N -0.404
4 O 0.089
5 O 0.096
6 S 0.597

Which of them is most stable? Easy: *P*.

*P*
The following is a DFT calculation (wB97M-V/def2-TZVPD) of a 2-piece molecular cluster, CH2N2O2S overall.

ORCA input file:
```
! RIJCOSX wB97M-V def2-TZVPD def2/J DEFGRID3
* xyz 0 1
C -0.6125 -2.6529 1.5343
N -0.6263 -1.9849 0.6090
N -0.2412 1.3917 -1.8883
O 0.3821 1.4983 0.7002
O 2.0642 1.8300 -0.9582
S 0.7326 1.5310 -0.7014
H -0.4872 -3.2351 2.4051
H -1.2117 1.6219 -1.7006
*
```

Output
Frontier orbital gap (eV): 11.0
SMILES: N=S(=O)=O.C#N
LUMO energy (eV): -0.23

Löwdin population analysis, charges in e, atoms 1 to 6:
1 C -0.074
2 N 0.061
3 N -0.161
4 O -0.307
5 O -0.262
6 S 0.669

*Q*
The following is a DFT calculation (wB97M-V/def2-TZVPD) of the molecule CH2N2O2S.

ORCA input file:
```
! RIJCOSX wB97M-V def2-TZVPD def2/J DEFGRID3
* xyz 0 1
C 0.4998 0.5251 -0.4096
N 1.2932 -0.1081 0.7253
N 1.4358 -1.1778 1.1141
O -2.3979 0.0796 0.4805
O -0.3570 -0.3571 -1.0034
S -1.6932 -1.0472 -0.1398
H -0.0524 1.2776 0.2199
H 1.2716 0.8078 -0.9869
*
```

Output
Frontier orbital gap (spin up / spin down) (eV): 9.7 / 6.3
LUMO energy (spin up / spin down) (eV): 0.32 / -1.41

Löwdin population analysis, charges in e, atoms 1 to 6:
1 C -0.279
2 N -0.096
3 N 0.130
4 O -0.523
5 O -0.423
6 S 0.977

*R*
The following is a DFT calculation (wB97M-V/def2-TZVPD) of CH2N2O2S as an isolated structure.

ORCA input file:
```
! RIJCOSX wB97M-V def2-TZVPD def2/J DEFGRID3
* xyz 0 1
C 0.1105 -0.7747 -0.5811
N 1.0335 -0.7466 0.2935
N 1.8858 -0.6791 1.0025
O -0.7620 1.8998 -0.7015
O -0.7126 1.0805 1.6491
S -1.2418 0.9875 0.2842
H 0.2529 -0.0508 -1.3420
H -0.5664 -1.7165 -0.6046
*
```

Output
Frontier orbital gap (eV): 9.0
LUMO energy (eV): -0.43

Löwdin population analysis, charges in e, atoms 1 to 6:
1 C -0.179
2 N -0.189
3 N 0.291
4 O -0.457
5 O -0.463
6 S 0.796

*S*
The following is a DFT calculation (wB97M-V/def2-TZVPD) of the molecule CH2N2O2S.

ORCA input file:
```
! RIJCOSX wB97M-V def2-TZVPD def2/J DEFGRID3
* xyz 0 1
C -0.5040 1.7009 -0.7411
N -1.3429 2.0122 -1.4498
N -0.4453 -1.2745 0.5045
O 1.6396 0.2385 -0.8084
O -0.1149 -0.0271 1.0876
S 0.8486 1.0648 0.2137
H -0.4510 -2.0798 1.2535
H 0.3699 -1.6350 -0.0601
*
```

Output
Frontier orbital gap (eV): 9.8
LUMO energy (eV): -0.45

Löwdin population analysis, charges in e, atoms 1 to 6:
1 C -0.372
2 N 0.136
3 N -0.031
4 O -0.475
5 O -0.473
6 S 1.003

Which of them is most stable? Easy: *R*.